The following is a quantum chemistry calculation of a cluster of 2 separate species, C4H8O2 in total, from the Open Molecules 2025 dataset.

Geometry as XYZ:
```
14
Properties=species:S:1:pos:R:3:lowdin_charge:R:1
C -0.902 1.040 2.055 0.002
C -0.202 -0.058 1.701 -0.219
C 0.707 -0.140 0.600 -0.154
C 0.692 -1.137 -0.296 -0.235
O 1.341 -1.223 -1.496 -0.070
H -1.586 1.004 2.844 0.018
H -0.676 2.147 1.916 0.085
H -0.377 -1.031 2.195 0.113
H 1.569 0.628 0.581 0.149
H 0.208 -2.174 -0.227 0.155
H 1.535 -0.251 -1.918 0.175
O -1.009 0.705 -2.697 -0.052
H -0.265 0.591 -2.065 0.009
H -1.035 -0.101 -3.193 0.023
```

Results
SMILES string: C=C/C=C/O.O
Energy above the lowest of the compared OMol25 structures with the same formula, charge and spin (eV): 3.2508
Electronic energy (eV): -8370.03095
Molecular weight (g/mol): 88.1
Kohn-Sham gap (eV): 9.264